8
Properties=species:S:1:pos:R:3 method="wB97M-V/def2-TZVPD" s2=0.7558 homo_energy_ev="-11.80 / -11.97" max_force_ev_per_a=4.248 charge=+1 gap_ev="8.005 / 7.566" de_lowest_kcal_mol=96.62 e_tot_ev=-6861.9518 multiplicity=2
Rb 0.85 3.01 0.16
O -0.55 -3.71 -1.16
O 0.10 -0.52 0.23
C 0.26 -1.78 0.03
C -0.78 -2.59 -0.64
H 1.22 -2.14 -0.39
H -0.50 -2.56 0.85
H -0.91 -3.84 -2.05